# 1
A structure of composition C12H21BBr2F12N2O15S4Zr at a distorted geometry. Source: the Open Molecules 2025 dataset; level of theory: the ωB97M-V functional and the def2-TZVPD basis.

```
! RIJCOSX wB97M-V def2-TZVPD def2/J DEFGRID3
* xyz 0 1
Zr 1.18542 2.53214 1.19962
C -0.47425 2.85065 -2.97420
F -0.67773 3.52541 -4.12906
F -1.53177 2.20466 -2.52830
F 0.47980 2.00527 -3.18833
S 0.07347 4.19842 -1.58528
O 0.44415 5.39715 -2.29090
O -1.03852 4.36861 -0.68807
N 1.43162 3.44288 -0.69433
S 2.66040 3.70037 -1.68966
O 3.63516 2.62180 -1.42370
O 2.41431 3.86337 -3.11955
C 3.43687 5.34062 -0.99456
F 2.50492 6.31936 -1.04253
F 3.86756 5.18858 0.30417
F 4.48052 5.76741 -1.71782
C -3.32394 -0.14500 0.37695
F -2.42053 0.04782 -0.60460
F -4.01292 1.04047 0.62619
F -4.21724 -1.05031 0.07704
S -2.49798 -0.93603 1.94444
O -3.55418 -1.78762 2.49974
O -1.33365 -1.65408 1.50284
N -1.99791 0.48647 2.81729
S -2.81716 0.39396 4.20233
O -4.23507 0.67119 4.04280
O -2.54298 -0.79782 5.00622
C -1.96498 1.88247 5.12532
F -2.32253 3.04995 4.44845
F -2.28386 1.96265 6.36475
F -0.65914 1.64177 5.05109
C 1.04151 -1.03737 -1.38229
C 1.11085 0.22122 -0.42694
O 2.07767 0.58346 0.22440
O 0.14923 0.99102 -0.22765
H 0.18846 -1.06988 -2.06005
H 0.94198 -1.92426 -0.75649
H 1.95314 -1.20123 -1.95690
B 3.43374 2.65410 1.90060
H 3.05819 3.22026 1.06235
H 3.69478 3.27486 2.74367
H 2.78318 1.83015 2.14983
H 4.35505 2.22255 1.54116
Br 1.92260 -4.20400 3.41646
C 1.10165 -3.88556 1.63336
C -0.34043 -4.39070 1.63971
Br -0.10751 -6.36678 1.54164
H 1.74864 -4.38047 0.90909
H 1.19390 -2.84517 1.32166
H -0.87924 -3.99251 0.77993
H -0.85695 -4.18481 2.57722
C -2.26430 -3.66780 -3.39209
C -0.95825 -4.44869 -3.46247
C -0.14348 -4.06451 -4.69160
O 1.15183 -4.19771 -4.14933
C 1.15987 -4.17486 -2.79183
O 2.16787 -4.27035 -2.06814
O -0.10011 -4.07438 -2.43515
H -2.90712 -4.12179 -4.14627
H -2.24997 -2.58745 -3.53608
H -2.63242 -3.79370 -2.37388
H -1.04191 -5.53213 -3.37717
H -0.42004 -3.10192 -5.12175
H -0.34683 -4.80570 -5.46450
O -1.05979 2.59162 1.53237
H -1.44535 1.81098 1.93009
H -1.79305 3.19944 1.43699
O 0.65098 0.79691 2.59280
H 1.19964 0.24658 3.15168
H -0.24570 0.54810 2.81705
*
```

- HOMO-LUMO gap (eV) = 7.09
- HOMO (eV) = -9.7

The Mulliken scheme yields these atomic charges, measured in e:
1. Zr 0.941
2. C 0.801
3. F -0.226
4. F -0.181
5. F -0.188
6. S 0.905
7. O -0.518
8. O -0.654
9. N -0.174
10. S 0.770
11. O -0.590
12. O -0.535
13. C 0.660
14. F -0.219
15. F -0.220
16. F -0.200
17. C 0.594
18. F -0.160
19. F -0.253
20. F -0.188
21. S 0.711
22. O -0.591
23. O -0.454
24. N -0.689
25. S 0.868
26. O -0.618
27. O -0.603
28. C 0.632
29. F -0.248
30. F -0.176
31. F -0.259
32. C -0.939
33. C 1.403
34. O -0.798
35. O -0.770
36. H 0.366
37. H -0.091
38. H 0.597
39. B 1.077
40. H -0.477
41. H -0.128
42. H -0.121
43. H -0.031
44. Br -0.144
45. C -0.276
46. C -0.394
47. Br -0.194
48. H 0.493
49. H -0.197
50. H 0.207
51. H 0.472
52. C -1.472
53. C 0.354
54. C -0.499
55. O -0.391
56. C 0.712
57. O -0.568
58. O -0.173
59. H 0.430
60. H 0.328
61. H 0.340
62. H 0.360
63. H 0.313
64. H 0.337
65. O -0.154
66. H 0.425
67. H 0.237
68. O -0.216
69. H 0.220
70. H 0.420

---

# 2
A cluster of 5 separate species, C12H21BBrN4O4P in total at a distorted geometry. Source: the Open Molecules 2025 dataset; level of theory: the ωB97M-V functional and the def2-TZVPD basis.

```
! RIJCOSX wB97M-V def2-TZVPD def2/J DEFGRID3
* xyz 0 1
C -3.57825 -0.30339 -0.73805
C -2.22446 -0.11463 -1.35929
O -2.05578 0.73986 -2.12362
O -1.20691 -0.94703 -1.05505
C -0.76887 -0.80599 0.32815
P 1.03153 -0.48377 0.50734
Br 1.24998 1.67577 -0.09375
C 1.96097 -1.45943 -0.75497
B 2.78100 -2.64621 -0.10474
O 2.72145 -3.92095 -0.68828
O 3.58193 -2.49971 0.99746
H -4.17685 -0.99023 -1.32234
H -3.49417 -0.70665 0.26487
H -4.07017 0.64970 -0.76196
H -1.08430 -1.69260 0.87138
H -1.25434 0.04139 0.78535
H 2.66176 -0.78088 -1.22976
H 1.33849 -1.88400 -1.53481
H 3.19015 -3.85577 -1.52692
H 4.36268 -3.03878 0.84418
C -2.63913 0.18263 4.54416
C -1.80236 0.83883 3.54262
N -1.15233 1.34667 2.76491
H -3.33763 -0.49072 4.05188
H -2.01817 -0.39013 5.22665
H -3.19802 0.93213 5.10164
C -2.16763 -0.08035 -5.35311
C -3.27989 -0.46453 -6.22107
N -4.14283 -0.76399 -6.89188
H -2.54689 0.37273 -4.44024
H -1.58072 -0.95917 -5.09511
H -1.52984 0.63576 -5.86639
C 2.41630 -1.53553 4.14902
C 0.98261 -1.70977 4.38051
N -0.12609 -1.84241 4.57470
H 2.95322 -2.42411 4.47390
H 2.60070 -1.37270 3.08926
H 2.77573 -0.67538 4.70989
C 2.48429 5.41149 -1.67167
C 3.43751 4.89743 -0.69024
N 4.17260 4.49311 0.07112
H 1.60004 4.77747 -1.69193
H 2.19180 6.42457 -1.40495
H 2.94086 5.41925 -2.65886
*
```

- HOMO-LUMO gap (eV) = 8.73
- HOMO (eV) = -8.7

The Mulliken scheme yields these atomic charges, measured in e:
1. C -0.955
2. C 0.648
3. O -0.535
4. O -0.316
5. C -0.671
6. P 0.229
7. Br -0.293
8. C -0.704
9. B 0.477
10. O -0.546
11. O -0.485
12. H 0.315
13. H 0.308
14. H 0.335
15. H 0.425
16. H 0.361
17. H 0.423
18. H 0.309
19. H 0.301
20. H 0.287
21. C -0.841
22. C 0.404
23. N -0.382
24. H 0.242
25. H 0.283
26. H 0.330
27. C -0.538
28. C 0.290
29. N -0.353
30. H 0.100
31. H 0.235
32. H 0.281
33. C -0.561
34. C 0.338
35. N -0.413
36. H 0.297
37. H 0.083
38. H 0.279
39. C -0.655
40. C 0.277
41. N -0.350
42. H 0.225
43. H 0.265
44. H 0.250

---

# 3
A cluster of 4 separate species, C12H21Br3N2O3 in total at a distorted geometry. Source: the Open Molecules 2025 dataset; level of theory: the ωB97M-V functional and the def2-TZVPD basis.

```
! RIJCOSX wB97M-V def2-TZVPD def2/J DEFGRID3
* xyz 0 1
C -11.29106 3.54126 9.54263
C -12.36823 4.35068 10.27740
C -12.94070 5.43251 9.35642
C -12.04103 6.56571 8.90197
N -11.34932 7.46306 8.58633
H -11.54790 3.11325 8.57364
H -10.99569 2.69144 10.15798
H -10.45046 4.15684 9.22238
H -11.95140 4.84727 11.15363
H -13.14557 3.68420 10.65107
H -13.69524 6.00020 9.90094
H -13.40938 4.92784 8.51158
C -19.69053 10.97550 6.90270
C -20.98243 11.80121 6.96047
C -21.09266 12.73089 5.72905
C -22.38743 13.38677 5.54209
N -23.37935 13.88239 5.21701
H -19.52928 10.37461 7.79770
H -18.97837 11.78671 6.75156
H -19.70716 10.34247 6.01552
H -21.07418 12.34656 7.89977
H -21.79345 11.07297 6.95807
H -20.92320 12.09807 4.85788
H -20.34576 13.51759 5.83546
C -19.76525 11.23208 2.06536
O -18.52193 10.90929 2.75621
C -17.94589 11.64693 3.66442
O -18.12252 12.87068 3.77370
O -17.05933 10.88423 4.24589
C -16.02661 11.54950 4.96729
H -20.06033 10.36762 1.47059
H -19.66579 12.02099 1.31981
H -20.58669 11.47836 2.73817
H -16.46864 12.09775 5.79923
H -15.45394 12.25423 4.36439
H -15.23796 10.84557 5.23301
C -16.16404 8.60961 7.88729
Br -14.36257 9.44612 7.64231
Br -16.11321 7.13753 9.19871
Br -16.97363 8.01048 6.14236
H -16.89528 9.34433 8.22433
*
```

- HOMO-LUMO gap (eV) = 9.86
- HOMO (eV) = -10.6

The Mulliken scheme yields these atomic charges, measured in e:
1. C -1.192
2. C -0.467
3. C -0.083
4. C 0.189
5. N -0.470
6. H 0.347
7. H 0.320
8. H 0.344
9. H 0.293
10. H 0.326
11. H -0.028
12. H 0.407
13. C -0.721
14. C -0.719
15. C 0.322
16. C 0.052
17. N -0.445
18. H 0.340
19. H 0.112
20. H 0.260
21. H 0.362
22. H 0.365
23. H -0.324
24. H 0.355
25. C -0.567
26. O -0.346
27. C 0.880
28. O -0.607
29. O -0.174
30. C -0.648
31. H 0.263
32. H 0.300
33. H 0.211
34. H 0.287
35. H 0.338
36. H 0.130
37. C -0.209
38. Br -0.027
39. Br -0.040
40. Br -0.044
41. H 0.307

---

# 4
The ion C12H21BrClF3N3O with charge +1 at a distorted geometry. Source: the Open Molecules 2025 dataset; level of theory: the ωB97M-V functional and the def2-TZVPD basis.

```
! RIJCOSX wB97M-V def2-TZVPD def2/J DEFGRID3
* xyz 1 1
C -2.30287 1.50039 3.39293
C -1.32434 1.41543 2.22336
Cl 0.30394 1.12931 2.90929
C -1.69074 0.31855 1.22664
N -1.33267 0.69599 -0.14944
C -2.08400 0.04449 -1.08431
N -3.16249 0.52777 -1.70725
N -1.52431 -1.20003 -1.37352
C -0.08907 -0.87273 -1.41663
C 0.89259 -2.00998 -1.31828
C 0.95739 -2.73014 0.02290
O 1.05818 -1.83406 1.10989
C 2.24572 -3.57376 0.03405
F 2.43517 -4.15718 -1.12601
F 3.27620 -2.78422 0.22220
F 2.22961 -4.47720 0.96447
C 0.07074 0.44084 -0.58801
C 0.43560 1.69010 -1.42979
C 1.90009 2.06049 -1.47163
C 2.49954 2.46505 -0.12770
Br 3.00941 0.67092 -2.28924
H -3.33478 1.40691 3.08434
H -2.03181 0.74466 4.11557
H -2.13596 2.44965 3.88015
H -1.34962 2.35499 1.68875
H -2.75699 0.14169 1.31635
H -1.19332 -0.60662 1.50911
H -3.00330 1.20700 -2.43981
H -4.11037 0.21998 -1.54284
H -1.79323 -1.95804 -0.74971
H 0.03055 -0.50351 -2.43330
H 0.64998 -2.73715 -2.07895
H 1.87971 -1.62831 -1.54030
H 0.12887 -3.41457 0.20463
H 0.48741 -2.10658 1.83717
H 0.75812 0.43040 0.24416
H 0.14102 1.48897 -2.46560
H -0.17290 2.52720 -1.12210
H 1.98267 2.91623 -2.12064
H 3.56610 2.30961 -0.14075
H 2.33930 3.52935 0.01302
H 2.11485 1.90812 0.71682
*
```

- HOMO-LUMO gap (eV) = 7.27
- HOMO (eV) = -13.0

The Mulliken scheme yields these atomic charges, measured in e:
1. C -1.453
2. C 0.303
3. Cl -0.153
4. C -0.822
5. N 0.371
6. C -0.223
7. N -0.291
8. N -0.251
9. C 0.186
10. C -1.236
11. C -0.019
12. O -0.552
13. C 0.728
14. F -0.285
15. F -0.248
16. F -0.279
17. C 0.088
18. C -1.426
19. C -0.202
20. C -1.227
21. Br -0.121
22. H 0.423
23. H 0.379
24. H 0.379
25. H 0.399
26. H 0.485
27. H 0.201
28. H 0.259
29. H 0.253
30. H 0.403
31. H 0.391
32. H 0.488
33. H 0.189
34. H 0.511
35. H 0.342
36. H 0.476
37. H 0.384
38. H 0.568
39. H 0.516
40. H 0.434
41. H 0.343
42. H 0.287

---

# 5
A structure of composition C12H21ClN3O4Pd at a distorted geometry. Source: the Open Molecules 2025 dataset; level of theory: the ωB97M-V functional and the def2-TZVPD basis.

```
! RIJCOSX wB97M-V def2-TZVPD def2/J DEFGRID3
* xyz 1 3
Pd -4.79261 -12.50634 21.84584
Cl -3.30145 -11.51947 18.49961
O -2.92559 -12.31914 17.36009
O -3.44201 -12.32252 19.68430
O -2.41931 -10.45733 18.72104
O -4.62682 -11.05411 18.07364
C -2.78624 -16.31058 19.83471
C -4.01078 -16.87087 19.18441
C -5.03345 -15.75242 18.74829
C -5.38426 -14.87948 19.85904
N -5.64374 -14.20792 20.73798
H -2.45691 -15.40984 19.30100
H -1.97345 -17.01642 19.71054
H -3.00174 -16.02062 20.85720
H -4.52249 -17.55385 19.86217
H -3.71757 -17.39153 18.27714
H -5.97260 -16.21932 18.43383
H -4.57547 -15.20509 17.92423
C 0.58759 -13.65864 17.02253
C -0.07608 -14.93566 17.59734
C 0.93406 -16.10112 17.71451
C 2.02764 -15.84427 18.63609
N 2.84011 -15.61901 19.41404
H -0.16185 -12.85529 17.04909
H 0.82994 -13.77218 15.96301
H 1.44299 -13.32807 17.60008
H -0.91785 -15.22609 16.97569
H -0.38947 -14.61665 18.60254
H 1.39918 -16.18769 16.71622
H 0.48169 -17.06939 17.92302
C -0.32642 -9.50127 14.74936
C -1.72443 -10.03551 14.58732
C -1.84851 -11.13887 13.56482
C -1.13923 -10.87895 12.32162
N -0.64525 -10.65087 11.33178
H 0.19365 -9.38497 13.79891
H 0.24970 -10.25794 15.30288
H -0.25308 -8.56180 15.28588
H -2.35394 -9.17384 14.31099
H -2.15776 -10.28382 15.55911
H -2.87757 -11.38802 13.29572
H -1.44519 -12.07146 13.98508
*
```

- energy relative to the best compared isomer or geometry (same formula, charge and spin) (kcal/mol) = 0.0
- HOMO-LUMO gap (spin up / spin down) (eV) = 8.29 / 4.24
- HOMO (spin up / spin down) (eV) = -13.4 / -13.4

The Mulliken scheme yields these atomic charges, measured in e:
1. Pd 0.753
2. Cl 1.646
3. O -0.317
4. O -0.430
5. O -0.454
6. O -0.369
7. C -0.758
8. C -0.514
9. C -0.368
10. C 0.456
11. N -0.543
12. H -0.029
13. H 0.350
14. H 0.335
15. H 0.336
16. H 0.345
17. H 0.385
18. H 0.179
19. C -1.084
20. C -0.149
21. C -0.548
22. C 0.173
23. N -0.392
24. H 0.060
25. H 0.385
26. H 0.421
27. H 0.340
28. H 0.152
29. H 0.288
30. H 0.354
31. C -1.140
32. C 0.020
33. C -0.095
34. C 0.054
35. N -0.370
36. H 0.380
37. H 0.181
38. H 0.351
39. H 0.309
40. H -0.118
41. H 0.326
42. H 0.101

---

# 6
A cluster of 2 separate species, C12H21FN5O8 in total at a distorted geometry. Source: the Open Molecules 2025 dataset; level of theory: the ωB97M-V functional and the def2-TZVPD basis.

```
! RIJCOSX wB97M-V def2-TZVPD def2/J DEFGRID3
* xyz 1 1
N -3.54175 -1.82857 -0.68159
C -2.65140 -1.66096 -1.83370
C -1.49505 -0.65607 -1.67291
O -1.39370 0.05113 -2.90549
C -0.12170 -1.28236 -1.38314
C 0.29127 -1.69517 0.05246
O 1.37163 -0.92800 0.51615
N 1.11797 0.50085 0.37366
O 2.08956 1.09722 0.49858
C 0.79724 -3.13046 0.05489
N -0.44703 -3.91794 0.25061
C -1.11173 -3.11555 1.18513
N -1.88969 -3.61707 2.16618
N -0.83514 -1.82811 1.04806
C -0.97746 -0.89620 2.20142
C -1.71862 0.41281 1.88547
C -0.96604 1.69749 2.14442
O -1.33098 2.73981 1.70179
O 0.14374 1.56118 2.92846
H -3.64491 -2.77860 -0.36371
H -3.32150 -1.22236 0.09132
H -2.25051 -2.62012 -2.16982
H -3.23819 -1.27331 -2.66292
H -1.74916 0.10053 -0.93310
H -0.63517 -0.24278 -3.41747
H 0.63744 -0.59848 -1.75105
H -0.07491 -2.17252 -2.01176
H 1.40203 -3.30147 0.94485
H 1.39962 -3.42348 -0.79597
H -0.98584 -4.07532 -0.59711
H -2.69605 -4.18949 1.98549
H -1.60902 -3.50233 3.12523
H -1.54470 -1.42982 2.95388
H -0.00349 -0.69460 2.63264
H -2.60139 0.48209 2.52162
H -2.08058 0.43883 0.86680
H 0.05647 2.10832 3.72147
C 3.68894 3.59626 -0.85414
C 2.71914 4.75982 -0.89601
O 3.49420 5.77409 -1.49633
C 4.44059 5.18038 -2.28420
O 5.08735 5.73011 -3.10060
O 4.51267 3.85374 -1.99118
F 2.33371 5.15164 0.34229
H 4.29299 3.62812 0.05413
H 3.21319 2.62912 -0.94477
H 1.82597 4.58762 -1.50002
*
```

- HOMO-LUMO gap (eV) = 8.28
- HOMO (eV) = -12.7

The Mulliken scheme yields these atomic charges, measured in e:
1. N -0.493
2. C -0.907
3. C 1.107
4. O -0.601
5. C -1.768
6. C 1.227
7. O -0.422
8. N 0.340
9. O -0.472
10. C -1.245
11. N -0.283
12. C 0.318
13. N -0.359
14. N 0.322
15. C -0.631
16. C -0.456
17. C 0.225
18. O -0.497
19. O -0.430
20. H 0.260
21. H 0.265
22. H 0.242
23. H 0.371
24. H -0.121
25. H 0.396
26. H 0.594
27. H 0.663
28. H 0.389
29. H 0.385
30. H 0.372
31. H 0.262
32. H 0.236
33. H 0.517
34. H 0.458
35. H 0.496
36. H -0.142
37. H 0.358
38. C -0.070
39. C 0.330
40. O -0.330
41. C 0.601
42. O -0.458
43. O -0.345
44. F -0.285
45. H 0.271
46. H 0.001
47. H 0.308

---

Calculated electronic energy, -264464.887; -106943.966; -232032.788; -110011.725; -41427.229; -39322.189 eV (same order as the records).
Calculated molecular weight, 1051.39; 407.01; 481.02; 395.67; 413.19; 382.32 g/mol (same order as the records).